No. 1
This record from the OMol25 dataset describes a structure of composition C15H9N5S2Sr in a non-equilibrium geometry. The level of theory is wB97M-V/def2-TZVPD.

Results
Kohn-Sham gap	4.525	eV
net charge	0

Structure (XYZ):
```
32
Properties=species:S:1:pos:R:3:forces:R:3:nbo_charge:R:1
Sr -0.1406 0.1785 -0.0457 0.7 0.4 -1.0 1.70
C 0.5508 -5.8193 0.5568 0.0 0.1 0.0 -0.17
C 1.0838 -4.7349 -0.1233 0.1 -0.2 -0.1 -0.21
C 0.5859 -3.4655 0.1004 -0.3 0.4 0.2 -0.18
C -0.4522 -3.2637 1.0115 0.3 -1.0 -0.1 0.04
C -0.9761 -4.3630 1.7075 -0.1 0.3 0.0 -0.14
C -0.4764 -5.6270 1.4758 0.1 0.0 -0.1 -0.22
N -0.9133 -1.9454 1.1736 -0.8 0.4 0.9 -0.24
N -1.7951 -1.8023 2.0502 0.5 -1.2 -0.2 -0.15
C -2.3013 -0.5367 2.3217 -0.7 1.2 0.3 0.26
C -3.3744 -0.4892 3.2090 0.3 -0.4 -0.2 -0.20
C -3.9170 0.7403 3.5381 0.0 0.3 0.0 -0.15
C -3.3666 1.8856 2.9863 -0.1 -0.3 0.1 -0.22
C -2.2997 1.7518 2.1052 0.0 0.3 0.1 0.07
N -1.7854 0.5735 1.7732 -0.3 -0.4 0.2 -0.55
H 0.9353 -6.8134 0.3728 0.0 0.0 0.0 0.23
H 1.8943 -4.8803 -0.8244 0.0 0.0 0.0 0.23
H 1.0162 -2.6121 -0.4124 0.1 -0.1 0.0 0.20
H -1.7707 -4.2038 2.4197 0.0 0.0 0.0 0.23
H -0.8836 -6.4728 2.0132 0.0 0.0 0.0 0.23
H -3.7500 -1.4172 3.6160 0.0 0.0 0.0 0.24
H -4.7517 0.8007 4.2234 0.0 0.0 0.0 0.23
H -3.7491 2.8657 3.2305 0.0 0.0 0.0 0.24
H -1.8360 2.6222 1.6514 0.1 -0.1 0.0 0.25
S 0.1880 2.8907 -0.2265 -0.4 0.4 -0.4 -0.50
C 1.5628 2.5726 0.7791 0.2 0.4 0.4 -0.21
S 2.2428 0.9863 0.9404 0.5 -0.4 0.1 -0.48
C 2.1156 3.6144 1.5081 -0.2 -0.4 -0.2 -0.46
C 3.2400 3.4189 2.3560 0.2 -0.1 0.2 0.31
N 4.1415 3.2663 3.0578 -0.1 0.1 -0.1 -0.35
C 1.5517 4.9183 1.4924 -0.2 0.3 0.0 0.31
N 1.0882 5.9738 1.5117 0.1 -0.1 0.0 -0.36
```
Forces are in eV/Å.

No. 2
This record from the OMol25 dataset describes a cluster of 2 separate species, C3H9OS in total in a non-equilibrium geometry. The level of theory is wB97M-V/def2-TZVPD.

Results
Kohn-Sham gap	6.715	eV
net charge	-1

Structure (XYZ):
```
14
Properties=species:S:1:pos:R:3:forces:R:3:nbo_charge:R:1
C -0.8558 2.2580 0.6590 -0.5 -1.8 -0.6 -0.27
O -1.8625 1.3903 0.0887 0.4 -0.3 0.4 -0.80
H -1.0385 2.2536 1.7409 -0.3 1.1 -0.2 0.16
H 0.1394 1.8092 0.6083 0.0 0.0 -0.6 0.19
H -0.9008 3.1389 0.0201 0.3 0.7 0.9 0.17
C 0.8400 -1.4743 0.4842 -0.2 0.5 -0.7 -0.63
C 0.6639 -1.5874 -1.0496 -0.1 -0.2 0.1 -0.51
S 0.5089 0.0348 -1.9114 0.0 -0.5 0.3 -0.72
H 0.3415 -2.2848 1.0359 0.5 0.0 0.0 0.18
H 0.3682 -0.5440 0.7794 -0.2 0.2 0.3 0.21
H 1.9047 -1.3484 0.7071 -0.1 -0.3 0.3 0.19
H 1.5171 -2.1605 -1.4299 0.0 0.1 -0.2 0.17
H -0.2166 -2.2118 -1.2571 0.0 0.2 0.0 0.17
H -1.4094 0.7262 -0.4757 0.2 0.4 -0.1 0.50
```
Forces are in eV/Å.

No. 3
This record from the OMol25 dataset describes the molecule CH5N3O2 in a non-equilibrium geometry. The level of theory is wB97M-V/def2-TZVPD.

Results
Kohn-Sham gap	11.184	eV
net charge	0
SMILES	C/N=[N+](\[O-])ON

Structure (XYZ):
```
11
Properties=species:S:1:pos:R:3:forces:R:3:nbo_charge:R:1
C 1.8210 -0.4140 0.0836 0.4 0.7 0.0 -0.46
N -3.0045 -0.1641 -0.3823 1.1 0.7 0.0 -0.45
N 0.4778 -0.8914 0.1385 -2.2 -1.1 0.0 -0.23
N -0.4705 -0.1470 -0.0866 -0.7 0.5 -0.1 0.52
O -0.5873 1.0350 -0.3014 0.3 0.8 -0.2 -0.45
O -1.8598 -0.8924 -0.1515 0.7 -1.3 0.2 -0.28
H 1.9034 0.6745 0.1324 0.0 -0.1 0.0 0.21
H 2.3554 -0.8851 0.9068 0.1 0.1 0.0 0.22
H 2.2560 -0.7736 -0.8502 0.1 0.1 0.0 0.22
H -2.8801 0.4451 -1.1958 0.0 -0.2 0.2 0.35
H -3.2295 0.4158 0.4271 0.2 -0.1 -0.1 0.34
```
Forces are in eV/Å.

No. 4
This record from the OMol25 dataset describes a structure of composition C3H10N2 in a non-equilibrium geometry. The level of theory is wB97M-V/def2-TZVPD.

Results
Kohn-Sham gap	6.748	eV
net charge	0

Structure (XYZ):
```
15
Properties=species:S:1:pos:R:3:forces:R:3:nbo_charge:R:1
N 1.2178 -0.4347 -1.0172 -1.2 -3.4 -1.3 -0.83
C -0.0322 -1.0141 -0.6526 0.9 2.1 -4.4 0.01
C -1.0733 0.0307 -0.4259 -1.6 -0.4 -1.6 -0.48
C -0.8264 0.6291 0.9214 2.2 0.3 1.2 -0.23
N 0.6559 0.9132 0.8902 -1.9 1.3 2.3 -0.84
H 1.1157 0.0853 -1.8859 -0.4 0.9 0.6 0.37
H 1.0870 0.4086 -0.0084 0.8 0.8 0.9 0.36
H -0.2954 -1.9911 -1.0304 0.1 -0.5 0.5 0.22
H 0.4771 -1.3149 0.3923 0.6 -1.5 3.4 0.02
H -2.0917 -0.3294 -0.6227 0.1 0.0 0.5 0.22
H -0.9057 0.8280 -1.1735 0.2 -0.2 0.2 0.23
H -1.3795 1.5161 1.2351 -0.2 0.1 -0.9 0.21
H -1.0537 -0.1039 1.6977 0.0 -0.3 0.1 0.16
H 0.5808 -1.5147 1.2559 -0.1 0.7 -1.2 0.21
H 0.9857 0.7269 1.8331 0.5 0.1 -0.5 0.35
```
Forces are in eV/Å.

Short version: HOMO = -7.140; -2.611; -10.157; -8.022 eV, in the order given.
Short version: LUMO level = -2.6; 4.1; 1.0; -1.3 eV, in the order given.
Short version: ΔE to the lowest compared entry with this formula, charge and spin = 0.000; 1.060; 4.628; 6.766 eV, in the order given.